This record from OMol25 describes a cluster of 8 separate species, C38H28Cl4O24 in total at a distorted geometry. The level of theory is wB97M-V/def2-TZVPD.

Geometry as XYZ:
```
94
Properties=species:S:1:pos:R:3
C 2.099 0.918 -5.078
C 2.633 0.675 -6.296
C 1.903 0.756 -7.593
O 2.334 0.380 -8.709
C 0.641 1.442 -7.443
C 0.066 1.755 -6.265
C 0.680 1.302 -4.952
O 0.084 1.365 -3.868
O -1.056 2.538 -6.132
O 3.925 0.365 -6.502
H 2.791 0.980 -4.251
H 0.217 1.824 -8.360
H -1.411 2.558 -5.240
H 3.996 0.344 -7.459
C 5.438 3.327 1.787
C 4.545 3.119 2.750
C 3.117 2.809 2.545
O 2.303 2.427 3.387
C 2.789 2.825 1.142
C 3.703 2.910 0.159
C 5.131 3.125 0.334
O 5.984 3.169 -0.549
O 3.372 2.915 -1.187
O 4.865 3.310 4.079
H 6.444 3.467 2.155
H 1.807 2.441 0.904
H 2.413 2.909 -1.232
H 4.077 3.167 4.609
C -0.725 -0.535 -1.379
C -1.799 -0.350 -0.536
C -1.561 -0.052 0.881
O -2.539 0.233 1.574
C -0.166 -0.010 1.383
C 0.867 -0.269 0.606
C 0.682 -0.456 -0.871
O 1.602 -0.541 -1.694
O 2.090 -0.457 1.007
O -3.150 -0.310 -0.939
H -1.015 -0.645 -2.414
H 0.039 0.000 2.443
H 2.673 -0.163 0.302
H -3.671 -0.180 -0.143
C 5.114 -1.792 -1.777
C 5.813 -2.580 -2.645
C 6.603 -2.125 -3.906
O 7.456 -2.810 -4.492
C 6.241 -0.674 -4.129
C 5.560 0.133 -3.311
C 4.944 -0.306 -2.019
O 4.540 0.496 -1.184
O 5.422 1.453 -3.523
O 5.966 -3.927 -2.438
H 4.459 -2.195 -1.018
H 6.741 -0.252 -4.989
H 4.948 1.830 -2.778
H 6.569 -4.228 -3.121
C -7.385 -0.542 1.305
C -8.281 -0.668 2.339
C -8.138 -0.008 3.668
O -8.904 -0.123 4.682
C -6.892 0.793 3.771
C -6.044 0.954 2.736
C -6.137 0.203 1.416
O -5.350 0.268 0.519
O -4.950 1.740 2.926
O -9.293 -1.546 2.172
H -7.467 -1.302 0.541
H -6.755 1.362 4.678
H -4.298 1.672 2.225
H -9.694 -1.744 3.022
C -2.669 0.969 6.831
C -3.021 0.519 5.578
C -3.969 -0.647 5.216
O -4.224 -1.062 4.092
C -4.425 -1.303 6.444
C -4.114 -0.868 7.740
C -3.211 0.295 8.069
O -2.964 0.823 9.180
O -4.517 -1.432 8.889
O -2.400 1.095 4.557
H -1.858 1.678 6.912
H -5.046 -2.182 6.362
H -4.212 -0.909 9.634
H -2.718 0.678 3.753
C -1.881 -3.100 -5.201
Cl -1.930 -3.216 -3.390
Cl -0.714 -4.254 -5.778
H -2.844 -3.383 -5.628
H -1.461 -2.157 -5.551
C 1.796 -4.213 1.088
Cl 3.401 -4.373 0.418
Cl 0.626 -4.157 -0.233
H 1.554 -5.016 1.785
H 1.796 -3.255 1.607
```

For the orbital gap (spin up / spin down), the calculation gives 4.1 / 2.1 eV. As for the multiplicity: 2. Its charge is +1. The expectation value of S² is 0.766.